(1)
ORCA calculation (ωB97M-V/def2-TZVPD) on C20H46P4SSc as an isolated structure.

Last column: Löwdin charge in e.
Atoms and positions in Å:
Sc -0.17 0.55 -0.29  0.136
P 1.83 0.86 1.53  0.742
P -2.02 1.85 0.79  0.709
P 1.02 1.99 -1.99  0.735
H 0.04 -4.20 1.17  0.048
C 0.64 -3.93 0.28  -0.049
C 1.75 -3.17 0.30  -0.071
H 2.20 -2.79 1.22  0.048
C 2.36 0.22 3.17  -0.249
C 1.72 2.66 1.97  -0.243
C 3.45 0.77 0.64  -0.246
C -3.58 1.35 0.00  -0.226
C -2.41 2.10 2.52  -0.231
C -1.67 3.54 0.20  -0.236
C 2.44 1.26 -2.91  -0.219
C 1.63 3.66 -1.57  -0.237
C -0.19 2.26 -3.36  -0.222
H 0.20 -4.24 -0.70  0.056
H 2.19 -2.75 -0.60  0.036
H 2.18 -0.86 3.23  0.014
H 1.80 0.71 3.98  0.052
H 3.43 0.39 3.32  0.075
H 0.85 2.82 2.61  0.040
H 1.62 3.30 1.09  0.012
H 2.62 2.96 2.53  0.079
H 3.61 -0.28 0.33  0.052
H 4.27 1.06 1.31  0.072
H 3.48 1.40 -0.26  0.017
H -4.33 2.13 0.16  0.079
H -3.91 0.39 0.43  0.059
H -3.43 1.18 -1.08  0.053
H -3.06 2.97 2.60  0.084
H -1.48 2.28 3.07  0.044
H -2.88 1.21 2.94  0.050
H -2.50 4.18 0.54  0.081
H -1.58 3.60 -0.89  0.049
H -0.73 3.92 0.62  0.044
H 2.31 1.47 -3.98  0.067
H 2.43 0.17 -2.72  0.042
H 3.39 1.68 -2.54  0.066
H 1.85 4.19 -2.52  0.088
H 2.54 3.56 -0.95  0.056
H 0.88 4.21 -0.98  0.041
H 0.31 1.96 -4.28  0.059
H -0.44 3.33 -3.38  0.069
H -1.08 1.66 -3.16  0.020
C -0.63 -2.14 -3.16  -0.566
C -1.74 -2.01 -4.04  -0.053
C -1.74 -2.70 -5.25  -0.008
C -0.72 -3.63 -5.54  0.035
C 0.26 -3.89 -4.57  -0.004
C 0.29 -3.18 -3.36  -0.053
S -0.44 -1.00 -1.91  0.867
H -1.30 -0.86 -0.27  0.023
H -2.52 -1.32 -3.76  0.119
H -2.60 -2.55 -5.90  0.137
H -0.79 -4.21 -6.48  0.149
H 0.96 -4.73 -4.68  0.141
H 0.99 -3.44 -2.57  0.099
C -0.93 -0.37 4.52  -0.250
P -0.64 -1.19 2.87  0.786
C 0.17 -2.68 3.61  -0.252
C -2.31 -1.91 2.60  -0.285
H 0.04 -0.24 5.01  0.044
H -1.57 -1.03 5.13  0.070
H -1.42 0.60 4.41  0.010
H -0.54 -3.12 4.31  0.066
H 0.46 -3.38 2.82  0.010
H 1.04 -2.38 4.19  0.045
H -3.05 -1.13 2.40  0.026
H -2.24 -2.59 1.74  0.037
H -2.61 -2.47 3.49  0.060

Values from the calculation:
- spin multiplicity = 1
- total charge = +3
- energy relative to the best compared isomer or geometry (same formula, charge and spin) (kcal per mole) = 44.2
- E_tot (hartree) = -3312.9357
- molecular weight (g mol⁻¹) = 487.51

(2)
ORCA calculation (ωB97M-V/def2-TZVPD) on a 2-piece molecular cluster, C2H8N3 overall.

Last column: Löwdin charge in e.
Atoms and positions in Å:
C -1.84 -0.24 0.17  -0.028
C 0.71 0.35 0.17  -0.231
N 2.87 -0.41 0.09  0.169
N 1.82 0.01 -0.41  -0.083
N -0.62 0.28 -0.54  -0.039
H -2.75 0.24 -0.25  0.126
H -1.77 -1.32 0.15  0.104
H -1.64 0.14 1.18  0.072
H 0.73 1.29 0.75  0.139
H 0.29 -0.59 1.63  0.253
H 3.59 -0.67 -0.58  0.095
H -0.63 1.26 -0.88  0.180
H -0.76 -0.34 -1.48  0.243

Values from the calculation:
- spin multiplicity = 1
- total charge = +1
- energy relative to the best compared isomer or geometry (same formula, charge and spin) (kcal per mole) = 162.5
- E_tot (hartree) = -244.8086
- molecular weight (g mol⁻¹) = 74.11

(3)
ORCA calculation (ωB97M-V/def2-TZVPD) on a 2-piece molecular cluster, C2H3Cl2N overall.

Last column: Löwdin charge in e.
Atoms and positions in Å:
C -0.57 -1.54 0.20  -0.213
C 1.78 0.20 -0.62  -1.104
N -0.43 -0.32 -0.09  0.044
Cl 2.74 -0.86 0.41  0.501
Cl 1.96 1.79 -0.17  0.613
H -1.52 -1.83 0.75  0.080
H 0.06 -2.43 0.16  0.053
H 1.73 -0.33 -1.57  0.026

Values from the calculation:
- spin multiplicity = 1
- total charge = 0
- energy relative to the best compared isomer or geometry (same formula, charge and spin) (kcal per mole) = 75.9
- E_tot (hartree) = -1053.0021
- molecular weight (g mol⁻¹) = 111.96

(4)
ORCA calculation (ωB97M-V/def2-TZVPD) on C18H24N4O4S as an isolated structure.

Last column: Löwdin charge in e.
Atoms and positions in Å:
C -4.52 -0.28 3.38  0.069
H -5.34 -0.60 3.78  0.027
O -4.70 -0.16 1.89  -0.055
C -3.79 0.06 1.03  -0.270
C -2.54 0.26 1.28  -0.075
C -1.69 0.71 0.50  -0.265
C -2.09 0.63 -0.72  -0.004
C -3.31 0.42 -1.40  -0.179
C -4.28 0.11 -0.40  -0.179
O -5.48 -0.30 -0.61  0.066
H -6.02 -0.25 0.26  0.172
O -3.59 0.52 -2.73  -0.078
C -4.66 -0.25 -3.29  0.007
H -4.53 0.08 -4.22  0.050
H -4.88 -1.12 -3.02  0.008
H -5.61 0.51 -2.76  0.184
H -1.25 0.80 -1.61  0.186
C -0.34 1.10 0.96  -0.209
N 0.43 0.71 1.83  -0.046
N 1.50 1.21 2.13  0.067
C 1.58 2.07 0.99  -0.662
N 0.37 2.22 0.49  -0.006
C 0.19 3.15 -0.68  -0.018
H -0.94 3.26 -0.61  0.102
H 0.54 2.80 -1.93  0.182
H 0.80 4.01 -0.55  0.032
S 3.04 2.90 0.82  1.009
C 3.54 2.67 -0.90  -0.296
H 4.51 2.52 -0.78  0.034
H 3.13 3.16 -1.54  -0.029
C 3.00 1.21 -1.17  -0.362
O 2.12 0.86 -2.10  -0.053
N 3.58 0.20 -0.33  0.118
H 4.15 0.32 0.37  0.040
C 3.15 -1.30 -0.39  -0.279
C 4.41 -1.94 -0.69  -0.059
H 5.26 -1.81 -0.32  0.015
C 3.91 -3.51 -0.01  -0.131
H 3.48 -4.04 -1.10  0.183
H 4.63 -3.98 0.22  -0.029
C 2.90 -3.37 0.95  -0.279
H 2.93 -3.70 1.98  0.107
H 1.77 -3.75 0.48  0.180
C 2.65 -1.92 0.98  -0.164
H 1.58 -1.40 1.13  0.137
H 3.52 -1.48 1.73  0.168
H 4.72 -2.22 -1.74  0.130
H 2.53 -1.47 -1.12  0.083
H -2.23 0.54 2.36  0.175
H -4.41 0.78 3.71  0.124
H -3.75 -0.95 3.48  0.074

Values from the calculation:
- spin multiplicity = 1
- total charge = 0
- energy relative to the best compared isomer or geometry (same formula, charge and spin) (kcal per mole) = 468.9
- E_tot (hartree) = -1617.8430
- molecular weight (g mol⁻¹) = 392.48

(5)
ORCA calculation (ωB97M-V/def2-TZVPD) on an isolated ion of composition C3H9N2O and charge +1.

Last column: Löwdin charge in e.
Atoms and positions in Å:
C -1.90 0.87 0.26  0.038
C -1.14 -0.35 -0.03  -0.230
O -1.37 -1.49 0.00  0.207
N 0.62 -0.25 -0.42  -0.136
C 1.44 -1.39 0.21  0.040
N 1.18 1.01 -0.07  0.058
H -2.41 0.80 1.15  0.082
H -1.36 1.80 0.21  0.081
H -2.85 0.78 -0.44  0.176
H 0.75 -0.52 -1.38  0.151
H 1.34 -1.28 1.24  0.080
H 0.96 -2.25 -0.27  0.103
H 2.44 -0.97 -0.16  0.135
H 1.68 1.51 -0.75  0.095
H 0.60 1.73 0.44  0.120

Values from the calculation:
- spin multiplicity = 1
- total charge = +1
- energy relative to the best compared isomer or geometry (same formula, charge and spin) (kcal per mole) = 89.1
- E_tot (hartree) = -304.1083
- molecular weight (g mol⁻¹) = 89.12

(6)
ORCA calculation (ωB97M-V/def2-TZVPD) on C12H24LiN4OSTa as an isolated structure.

Last column: Löwdin charge in e.
Atoms and positions in Å:
N 2.16 -0.32 0.29  -0.092
C 3.37 -0.51 0.47  -0.302
O 4.51 -0.72 0.68  0.248
Li -0.29 1.04 -2.57  0.622
Ta 0.21 -0.20 0.17  1.767
N -0.54 -1.34 -1.24  -0.266
N -0.22 1.42 -0.89  -0.391
C -0.35 -2.78 -0.92  -0.679
C 0.46 2.71 -1.21  -0.666
C 0.79 -3.31 -1.78  -0.025
C -1.63 -3.55 -1.22  -0.018
C 0.00 -2.89 0.56  -0.072
C -0.03 3.24 -2.58  -0.032
C 0.14 3.71 -0.11  -0.021
C 1.96 2.46 -1.27  -0.045
H 0.53 -3.28 -2.84  0.093
H 1.00 -4.36 -1.50  0.112
H 1.71 -2.73 -1.63  0.087
H -2.50 -3.07 -0.76  0.103
H -1.53 -4.57 -0.81  0.113
H -1.81 -3.65 -2.30  0.088
H 0.84 -2.20 0.86  0.044
H 0.37 -3.91 0.74  0.129
H -0.89 -2.74 1.19  0.098
H 0.25 2.57 -3.43  0.086
H 0.48 4.19 -2.77  0.127
H -1.12 3.43 -2.59  0.107
H -0.90 4.05 -0.16  0.090
H 0.77 4.61 -0.23  0.116
H 0.33 3.30 0.88  0.106
H 2.35 2.02 -0.35  0.066
H 2.46 3.43 -1.43  0.119
H 2.24 1.81 -2.11  0.098
C -1.71 1.51 -0.68  -0.115
H -2.06 0.68 -0.03  0.074
H -1.98 2.45 -0.19  0.104
H -2.23 1.45 -1.66  0.093
C -0.87 -1.04 -2.67  -0.116
H -1.30 -1.93 -3.16  0.102
H -1.65 -0.26 -2.75  0.073
H 0.04 -0.76 -3.26  0.097
S -1.64 0.09 4.54  0.897
C -1.08 0.00 3.08  -0.836
N -0.62 -0.07 1.95  -0.185

Values from the calculation:
- spin multiplicity = 1
- total charge = +2
- energy relative to the best compared isomer or geometry (same formula, charge and spin) (kcal per mole) = 0.0
- E_tot (hartree) = -1228.1701
- molecular weight (g mol⁻¹) = 460.31